No. 1
Density functional theory data (ωB97M-V/def2-TZVPD) for a gas-phase ion, C7H12N3 (charge +1).

Last column: natural (NBO) charge in e.
CARTESIAN COORDINATES (ANGSTROEM)
C 0.15660 2.22156 0.12265  -0.4426
N 0.81747 0.93527 0.03577  -0.3019
C 2.17062 0.86669 0.25674  0.0289
C 2.97291 -0.24238 0.17080  -0.0496
N 2.42644 -1.42217 -0.24309  -0.2817
C 1.14670 -1.40104 -0.44136  -0.0145
C 0.19602 -0.34278 -0.21224  0.4568
N -1.11045 -0.56526 -0.15122  -0.3867
C -1.45036 -1.86754 0.54481  -0.3859
C -2.21937 0.15010 -0.63146  -0.4340
H -0.94828 1.98552 0.27466  0.2311
H 0.37995 2.84271 1.03417  0.2539
H 0.23157 2.94257 -0.65125  0.2487
H 2.76926 1.82400 0.34054  0.2528
H 4.08989 -0.36595 0.49183  0.2657
H 0.58852 -2.27977 -0.82253  0.2199
H -2.26176 -1.60659 1.18741  0.2258
H -1.67832 -2.70137 0.04310  0.2171
H -0.57285 -1.91202 1.23069  0.2174
H -2.80589 -0.61028 -1.14271  0.2273
H -2.89942 0.66955 -0.03310  0.2244
H -1.99926 0.87917 -1.40420  0.2273

Calculated values
LUMO energy: -4.7 eV
Orbital gap: 0.3084 Eh
SMILES: Cn1ccncc1=[N+](C)C
Highest occupied orbital energy: -13.1 eV
Total charge: +1
DFT total energy: -437.86657 a.u.

=====

No. 2
Density functional theory data (ωB97M-V/def2-TZVPD) for a gas-phase ion, C7H12N3O (charge +1).

Last column: natural (NBO) charge in e.
CARTESIAN COORDINATES (ANGSTROEM)
C -1.55330 -1.81754 -2.40489  -0.6683
C -1.02234 -1.10662 -1.12619  0.4354
N -1.84056 -1.12420 -0.12258  -0.6687
C 0.30802 -0.63364 -1.22947  -0.0826
N 1.24370 -1.00235 -2.15584  -0.4091
C 2.39490 -0.63414 -1.72216  0.3381
O 2.31631 -0.02350 -0.49138  -0.3967
C 1.04447 -0.01189 -0.10089  0.4351
C 0.78863 0.61724 1.27040  -0.1196
C 1.95816 1.65366 1.52772  -0.6161
N -0.62258 0.97804 1.42725  -0.8535
H -2.08306 -2.78045 -2.20146  0.2517
H -0.65705 -1.95708 -3.01120  0.2685
H -2.23790 -1.08964 -2.81423  0.2525
H -2.77545 -1.54920 -0.27615  0.4194
H -1.85382 -0.46907 0.66493  0.4561
H 3.39400 -0.80467 -2.22144  0.2485
H 1.00269 -0.16660 2.08769  0.2442
H 2.79509 1.04569 1.13396  0.2393
H 1.91175 2.50480 0.93844  0.2166
H 2.08784 1.95760 2.67527  0.2409
H -0.88706 1.67239 0.67470  0.3719
H -0.71137 1.46061 2.31688  0.3965

Calculated values
LUMO energy: -4.6 eV
Orbital gap: 0.3260 Eh
SMILES: CC(=[NH2+])c1ncoc1[C@@H](C)N
Highest occupied orbital energy: -13.4 eV
Total charge: +1
DFT total energy: -513.16626 a.u.

=====

No. 3
Density functional theory data (ωB97M-V/def2-TZVPD) for a molecular structure, C7H12N3O4S.

Last column: natural (NBO) charge in e.
CARTESIAN COORDINATES (ANGSTROEM)
C -0.60731 -0.61103 0.51886  -0.3796
C -0.58737 -2.04820 0.37928  0.3365
C -1.93019 -0.26578 0.27878  0.0287
C 0.57997 0.19140 0.92104  0.8021
C 1.31966 3.61536 0.49577  -0.6418
C -3.98809 -1.53121 -0.15354  -0.4023
C 1.45998 2.30811 1.38172  -0.0728
N -1.74398 -2.44351 0.02840  -0.3751
N -2.57211 -1.38973 -0.06427  -0.2013
N 0.37482 -3.03643 0.47377  -0.8169
O -3.49989 1.64824 -0.97884  -1.0267
O 1.63234 -0.35418 1.27888  -0.6882
O -3.63351 1.50304 1.46536  -1.0307
O 0.45512 1.48512 0.86531  -0.4926
S -2.73174 1.67392 0.27491  1.5444
H 1.19950 3.48469 -0.56959  0.2220
H 0.27434 4.06141 0.62607  0.2180
H 2.00524 4.48462 0.86452  0.1951
H -4.52732 -1.49408 0.76427  0.2046
H -4.22840 -0.80375 -0.88817  0.2366
H -4.10484 -2.52423 -0.59206  0.1962
H 1.18972 2.66413 2.33914  0.1777
H 2.47970 1.88292 1.36807  0.2029
H -3.53813 -3.72869 -2.76264  0.0028
H 1.25408 -2.59838 0.46951  0.3881
H 0.17260 -3.74768 -0.23211  0.3778
H -4.11424 -3.27854 -2.44691  -0.0057

Calculated values
LUMO energy: 3.3 eV
Orbital gap: 0.2766 Eh
Highest occupied orbital energy: -4.3 eV
Total charge: -1
DFT total energy: -1137.33472 a.u.

=====

No. 4
Density functional theory data (ωB97M-V/def2-TZVPD) for a gas-phase ion, C7H12N3O5 (charge +1).

Last column: natural (NBO) charge in e.
CARTESIAN COORDINATES (ANGSTROEM)
N 4.05492 -0.65005 0.82649  -0.7636
C 2.84987 -0.39206 0.25880  0.6942
N 2.68541 0.00712 -1.00538  -0.6178
C 1.35629 0.25233 -1.27593  0.6927
O 0.88077 0.69490 -2.23675  -0.4526
C 0.62142 -0.10089 0.12212  0.2896
N 1.73793 -0.39576 0.96964  -0.5483
O -0.32280 -1.09003 0.11482  -0.4818
C -1.66194 -0.54766 0.26965  0.0441
C -2.59663 -1.35918 -0.59124  -0.0764
O -3.94648 -1.02031 -0.35829  -0.7196
C -1.55773 0.93229 0.01632  0.0650
O -2.50583 1.74288 0.62042  -0.6880
C -0.06269 1.22032 0.57022  0.0718
O 0.60502 2.33170 0.06175  -0.7053
H 4.91977 -0.74315 0.13268  0.4555
H 4.07558 -0.93696 1.82150  0.4430
H 3.33395 0.10492 -1.78916  0.4617
H 1.65732 -0.77882 1.89176  0.4440
H -2.01240 -0.69760 1.24973  0.1883
H -2.54898 -2.44831 -0.48817  0.1848
H -2.23724 -1.25877 -1.59041  0.1699
H -4.48418 -1.53379 -0.92401  0.4887
H -1.34968 1.12635 -1.14066  0.1810
H -3.29962 1.23138 0.66588  0.4967
H -0.20120 1.22637 1.63289  0.1774
H 0.00914 3.08279 0.17530  0.5045

Calculated values
LUMO energy: -3.2 eV
Orbital gap: 0.3665 Eh
SMILES: [NH2+]=C1NC(=O)[C@]2(N1)O[C@H](CO)[C@@H](O)[C@@H]2O
Highest occupied orbital energy: -13.2 eV
Total charge: +1
DFT total energy: -814.15686 a.u.

=====

No. 5
Density functional theory data (ωB97M-V/def2-TZVPD) for a gas-phase ion, C7H12N3S2 (charge +1).

Last column: natural (NBO) charge in e.
CARTESIAN COORDINATES (ANGSTROEM)
C 1.89607 -0.84401 0.16253  -0.1336
C 2.71948 0.38636 0.06102  -0.0925
C 2.30189 1.60811 -0.19393  0.3756
C 0.55408 -0.93320 0.23635  -0.0914
C -1.37453 0.44729 -0.38089  -0.0081
C 0.03787 -3.19874 -1.49993  -0.6733
C -3.16285 1.74007 1.57490  -0.7057
N -0.33796 0.18616 0.41069  -0.5136
N 4.14665 0.25825 0.25605  -0.7825
N 2.35963 2.75006 -0.64049  -0.5693
S -0.18019 -2.58934 0.28447  0.1876
S -2.72477 1.41678 -0.21181  0.4604
H 2.46887 -1.78486 0.12319  0.2577
H 1.00800 -2.78442 -1.73937  0.2226
H -0.76068 -2.80521 -2.16608  0.2203
H 0.07022 -4.26044 -1.40271  0.2422
H -4.19125 2.11371 1.40561  0.2653
H -2.65594 2.61515 1.96919  0.2485
H -3.15850 0.95103 2.20249  0.2380
H -0.34021 0.39343 1.38668  0.4267
H 4.48072 -0.26991 1.03215  0.3824
H 4.71014 1.08967 0.14397  0.3960
H -1.26860 -0.12489 -1.34223  0.2656
H 1.72004 3.38834 -0.21427  0.3811

Calculated values
LUMO energy: -4.6 eV
Orbital gap: 0.2356 Eh
Highest occupied orbital energy: -11.0 eV
Total charge: +1
DFT total energy: -1234.20518 a.u.

=====

No. 6
Density functional theory data (ωB97M-V/def2-TZVPD) for a molecular structure, C7H12N3V.

Last column: natural (NBO) charge in e.
CARTESIAN COORDINATES (ANGSTROEM)
C -0.64157 1.04453 -3.31298  -0.7166
V -0.07431 0.40393 -1.54883  0.8151
N 0.91837 -1.38714 -2.18585  -1.0954
H -1.20780 1.47287 -1.29933  -0.2254
H 0.40409 1.44787 -2.45263  0.1292
H -1.20793 1.96051 -3.50016  0.2732
H -1.34127 0.27374 -2.91694  0.2042
H -0.18727 0.70552 -4.25117  0.2315
H 0.60632 -2.23267 -1.70033  0.4198
H 1.93512 -1.35942 -2.06365  0.4122
H 0.78712 -1.59109 -3.18113  0.4130
N 2.95441 0.04357 4.32818  -0.2118
C 2.01080 -0.00036 3.62971  0.2306
C 0.84095 -0.04764 2.78352  -0.1675
C -0.43536 -0.11765 3.35528  -0.0853
C -1.54369 -0.15421 2.51674  -0.2233
C -1.35286 -0.08714 1.13290  0.0903
N -0.11943 0.01540 0.59479  -0.5563
C 0.97798 0.00361 1.39017  0.0902
H -0.54246 -0.13812 4.43973  0.2598
H -2.55402 -0.21877 2.91411  0.2557
H -2.18643 -0.08689 0.42458  0.2343
H 1.95924 0.04957 0.90330  0.2225

Calculated values
LUMO energy (alpha / beta): -3.9 / -3.9 eV
Orbital gap (alpha / beta): 0.3242 / 0.3121 Eh
2S+1: 2
Highest occupied orbital energy (alpha / beta): -12.7 / -12.4 eV
Total charge: +1
DFT total energy: -1381.81018 a.u.

=====

No. 7
Density functional theory data (ωB97M-V/def2-TZVPD) for a molecular structure, C7H12N4O2.

Last column: natural (NBO) charge in e.
CARTESIAN COORDINATES (ANGSTROEM)
C 1.00314 -0.65389 -0.05993  -0.1443
C 4.43049 -1.10494 0.27896  0.0678
C -0.00577 0.39494 -0.22075  0.1520
C 4.34231 0.36147 0.26761  0.1829
C 2.38216 -0.54483 -0.10786  0.3196
C -4.40050 -0.30344 0.28027  -0.1188
C -3.37222 -1.24032 -0.38833  -0.1322
N 3.25026 -1.57885 0.07205  -0.3134
N 2.54412 1.90261 -0.05374  -0.6544
N -1.29652 0.28616 -0.24144  -0.2093
N 3.15206 0.66842 -0.03851  -0.1220
O -3.93329 1.06006 0.20868  -0.7454
O -2.11341 -1.20040 0.16062  -0.2713
H 0.85540 -1.71560 0.30221  0.3201
H 5.20055 -1.85478 0.33862  0.2858
H 0.34622 1.50633 -0.29466  0.2988
H 5.24798 0.93750 0.36409  0.2859
H -4.51478 -0.42882 1.39373  0.2144
H -5.29026 -0.58411 -0.14639  0.2148
H -3.24400 -1.02818 -1.46431  0.2107
H -3.57679 -2.35517 -0.22051  0.2858
H 2.75088 2.58428 -0.87484  0.4364
H 2.98893 2.41695 0.75257  0.4078
H -2.11443 0.97241 0.00072  0.5119
H -4.63253 1.50218 -0.30884  0.5164

Calculated values
LUMO energy: -10.6 eV
Orbital gap: 0.2378 Eh
Highest occupied orbital energy: -17.1 eV
Total charge: +2
DFT total energy: -642.56577 a.u.

=====

No. 8
Density functional theory data (ωB97M-V/def2-TZVPD) for 2 unconnected molecules or ions with the total composition C7H12NP.

Last column: natural (NBO) charge in e.
CARTESIAN COORDINATES (ANGSTROEM)
C -5.63171 0.48654 0.75624  -0.2690
C -4.47973 0.79111 0.57186  0.0067
C -3.03029 0.83900 0.45170  -0.5158
C -2.44790 0.03969 -0.83435  -0.1404
C -1.25309 0.21573 -1.28105  -0.4053
H -6.66233 0.15274 0.72709  0.2414
H -2.73984 1.85548 0.39288  0.2339
H -2.80900 0.40533 1.36842  0.2440
H -3.01204 -0.75775 -1.21919  0.1967
H -1.00639 -0.43348 -2.08284  0.2035
H -0.61276 1.00510 -0.90084  0.2032
C 4.69349 1.16434 1.20978  -1.0162
P 3.36615 0.84066 0.27320  0.9334
N 3.25721 -0.79701 0.11608  -0.9625
C 2.30442 -1.54601 -0.71422  -0.3921
H 4.83109 2.24944 1.44039  0.2394
H 5.40363 0.38052 1.66920  0.2288
H 3.62487 -1.42273 0.88551  0.3961
H 1.65764 -2.23281 -0.18024  0.1910
H 1.77693 -0.88056 -1.26620  0.1989
H 2.76962 -2.35533 -1.38344  0.1844

Calculated values
LUMO energy: 0.9 eV
Orbital gap: 0.3402 Eh
SMILES: C#CCC=C.C=PNC
Highest occupied orbital energy: -8.3 eV
DFT total energy: -669.85731 a.u.

=====

No. 9
Density functional theory data (ωB97M-V/def2-TZVPD) for a gas-phase ion, C7H12O (charge -1).

Last column: natural (NBO) charge in e.
CARTESIAN COORDINATES (ANGSTROEM)
C -2.42509 -2.49643 -1.71774  -0.6103
C -1.23850 -1.67289 -2.18636  -0.4155
C -1.22233 -0.27215 -1.54877  -0.4293
C -0.49808 -0.16759 -0.22900  -0.3951
C 0.33400 0.88405 0.05754  -0.3333
C 0.65445 1.25889 1.42737  -0.3820
C 1.97793 1.28195 1.71301  -0.0331
O 2.65807 1.79075 2.85802  -0.7800
H -2.63085 -3.30002 -2.43350  0.1841
H -3.37500 -1.95678 -1.76640  0.1922
H -2.23124 -2.94713 -0.74808  0.2036
H -1.14482 -1.64340 -3.28509  0.1769
H -0.32022 -2.21629 -1.93400  0.1967
H -2.23486 0.14792 -1.44482  0.1675
H -0.85127 0.46093 -2.27617  0.1895
H -0.65211 -0.92730 0.53011  0.1695
H 0.55292 1.61939 -0.72088  0.1619
H -0.05785 1.38014 2.23502  0.1679
H 2.72910 1.06704 0.96728  0.1242
H 3.55074 1.41944 2.86323  0.4448

Calculated values
LUMO energy (alpha / beta): 3.9 / 3.8 eV
Orbital gap (alpha / beta): 0.1107 / 0.2566 Eh
2S+1: 2
Highest occupied orbital energy (alpha / beta): 0.9 / -3.2 eV
Total charge: -1
DFT total energy: -349.04211 a.u.

=====

No. 10
Density functional theory data (ωB97M-V/def2-TZVPD) for a molecular structure, C7H12O.

Last column: natural (NBO) charge in e.
CARTESIAN COORDINATES (ANGSTROEM)
C 2.74281 0.20827 0.28474  -0.5374
C 1.29222 0.35157 -0.60019  -0.2206
C 0.04377 0.95837 -0.18862  -0.2243
C -1.49641 1.29132 -0.57979  -0.4188
C -2.03076 -0.05345 0.30603  -0.4238
C -0.72378 -0.79596 1.01917  -0.4422
C 0.25833 -0.58070 -0.17301  0.1530
H 2.83355 -1.16852 0.43527  0.2184
H 4.30751 0.36538 -0.28817  0.1594
H 2.72124 0.67498 1.23223  0.1728
H 1.36198 0.12873 -1.68487  0.2602
H 0.24642 1.24039 0.90679  0.1916
H -1.77416 2.40829 -0.48003  0.2502
H -1.63264 0.98965 -1.60863  0.2169
H -2.98119 0.26032 1.25134  0.2302
H -2.42518 -0.99159 -0.23862  0.1919
H -0.34779 -0.71349 2.18476  0.2701
H -1.03928 -1.93341 0.60151  0.1948
H -1.17794 -1.37222 -1.05155  0.4633
O -0.17871 -1.26795 -1.32835  -0.7060

Calculated values
LUMO energy: 0.7 eV
Orbital gap: 0.3245 Eh
Highest occupied orbital energy: -8.1 eV
DFT total energy: -348.76146 a.u.

=====

No. 11
Density functional theory data (ωB97M-V/def2-TZVPD) for 2 unconnected molecules or ions with the total composition C7H12O.

Last column: natural (NBO) charge in e.
CARTESIAN COORDINATES (ANGSTROEM)
C 1.36282 0.64745 -0.99062  -0.3829
C 0.04551 0.51988 -1.02819  -0.1890
C -0.75910 -0.47291 -0.25428  -0.1002
C -0.53073 -1.89383 -0.64622  -0.2048
C 0.37387 -2.69645 -0.11703  -0.3775
C -1.71183 -0.03476 0.56788  -0.1385
C -2.63782 -0.84969 1.40473  -0.6525
H 2.02760 0.09418 -0.32151  0.1926
H 1.96363 1.37901 -1.51490  0.1873
H -0.50244 1.19772 -1.68081  0.2071
H -1.12606 -2.23631 -1.48475  0.2077
H 0.55029 -3.70686 -0.48948  0.1978
H 1.01046 -2.43487 0.73024  0.1946
H -1.77059 1.02804 0.74309  0.1976
H -2.66106 -0.54834 2.45567  0.2215
H -3.65390 -0.78636 1.02526  0.2183
H -2.42810 -1.92948 1.36883  0.2201
O 2.92025 3.85491 0.61739  -0.9378
H 3.87098 3.86132 0.40188  0.4682
H 2.51483 3.27563 -0.04334  0.4703

Calculated values
LUMO energy: 0.9 eV
Orbital gap: 0.3665 Eh
SMILES: C=CC(C=C)=CC.O
Highest occupied orbital energy: -9.1 eV
DFT total energy: -349.07809 a.u.